[1]
Density functional theory data (the ωB97M-V functional and the def2-TZVPD basis) for 2 unconnected molecules or ions with the total composition C9H11O2.

Each atom is followed by the atoms it is bonded to, with distances in Å.
CARTESIAN COORDINATES (ANGSTROEM)
1 C 3.45 1.04 0.96  C7 1.521, H13 1.093, H14 1.129, H15 1.073
2 C -0.79 0.79 0.61  C3 1.358, C4 1.462, H8 1.104
3 C -0.10 1.96 0.66  C2 1.358, C5 1.416, H9 1.110
4 C -0.03 -0.45 0.73  C2 1.462, C6 1.368, H10 1.110
5 C 1.31 2.02 0.68  C3 1.416, C7 1.378, H11 1.052
6 C 1.33 -0.44 0.86  C4 1.368, C7 1.403, H12 1.082
7 C 1.96 0.81 0.76  C1 1.521, C5 1.378, C6 1.403
8 H -1.89 0.94 0.66  C2 1.104
9 H -0.58 2.97 0.69  C3 1.110
10 H -0.73 -1.31 0.69  C4 1.110
11 H 1.77 2.96 0.55  C5 1.052
12 H 1.83 -1.40 0.75  C6 1.082
13 H 3.79 0.58 1.89  C1 1.093
14 H 3.62 2.11 1.27  C1 1.129
15 H 4.09 0.89 0.11  C1 1.073
16 C -2.53 -1.61 -2.29  C17 1.616, H20 1.153, H21 1.113, H22 1.106
17 C -2.98 -2.30 -0.91  C16 1.616, O18 1.216, O19 1.217
18 O -3.84 -1.70 -0.30  C17 1.216
19 O -2.39 -3.34 -0.67  C17 1.217
20 H -2.22 -2.45 -3.03  C16 1.153
21 H -1.63 -1.00 -2.03  C16 1.113
22 H -3.43 -1.08 -2.64  C16 1.106

Calculated values
HOMO level = -3.719 eV
net charge = -1
relative energy (zero: lowest compared OMol25 entry of this formula, charge and spin) = 30.98 kcal per mole
Kohn-Sham gap = 0.24934 Ha
E_tot = -500.0432 hartree

[2]
Density functional theory data (the ωB97M-V functional and the def2-TZVPD basis) for 2 unconnected molecules or ions with the total composition C9H11O3.

Each atom is followed by the atoms it is bonded to, with distances in Å.
CARTESIAN COORDINATES (ANGSTROEM)
1 C -2.50 2.57 0.60  C2 1.533, H5 1.092, H6 1.086, H7 1.101
2 C -3.23 1.29 1.01  C1 1.533, O3 1.370, O4 1.200
3 O -2.41 0.52 1.79  C2 1.370, H16 1.010
4 O -4.41 1.07 0.92  C2 1.200
5 H -1.56 2.48 1.13  C1 1.092
6 H -2.96 3.52 0.88  C1 1.086
7 H -2.13 2.42 -0.43  C1 1.101
8 C 4.45 -1.04 -1.19  C14 1.516, H21 1.100, H22 1.094, H23 1.094
9 C 0.22 -0.75 -0.23  C10 1.449, C11 1.418, O15 1.275
10 C 1.21 -1.21 0.72  C9 1.449, C12 1.368, H17 1.088
11 C 0.74 -0.32 -1.47  C9 1.418, C13 1.380, H18 1.091
12 C 2.54 -1.08 0.42  C10 1.368, C14 1.397, H19 1.097
13 C 2.07 -0.33 -1.84  C11 1.380, C14 1.412, H20 1.083
14 C 3.00 -0.74 -0.86  C8 1.516, C12 1.397, C13 1.412
15 O -1.03 -0.74 0.03  C9 1.275
16 H -1.95 -0.21 1.27  O3 1.010
17 H 0.81 -1.75 1.58  C10 1.088
18 H 0.04 -0.25 -2.30  C11 1.091
19 H 3.31 -1.30 1.16  C12 1.097
20 H 2.49 0.09 -2.75  C13 1.083
21 H 5.05 -0.95 -0.27  C8 1.100
22 H 4.90 -0.31 -1.88  C8 1.094
23 H 4.56 -2.02 -1.66  C8 1.094

Calculated values
HOMO level = -3.231 eV
net charge = -1
relative energy (zero: lowest compared OMol25 entry of this formula, charge and spin) = 30.75 kcal per mole
Kohn-Sham gap = 0.25085 Ha
E_tot = -575.3094 hartree

[3]
Density functional theory data (the ωB97M-V functional and the def2-TZVPD basis) for 2 unconnected molecules or ions with the total composition C9H11O3.

Each atom is followed by the atoms it is bonded to, with distances in Å.
CARTESIAN COORDINATES (ANGSTROEM)
1 C -1.25 0.19 4.97  C2 1.528, H5 1.084, H6 1.092, H7 1.095
2 C -0.33 1.01 4.07  C1 1.528, O3 1.282, O4 1.245
3 O -0.94 2.02 3.57  C2 1.282
4 O 0.88 0.77 3.89  C2 1.245
5 H -1.95 -0.49 4.50  C1 1.084
6 H -1.86 0.98 5.42  C1 1.092
7 H -0.72 -0.33 5.77  C1 1.095
8 C -1.66 -0.70 -3.31  C12 1.502, H20 1.092, H21 1.097, H23 1.090
9 C 1.95 -0.97 -2.08  C10 1.386, C11 1.424, H16 1.079
10 C 1.94 0.00 -1.09  C9 1.386, C13 1.388, O15 1.374
11 C 0.73 -1.25 -2.76  C9 1.424, C12 1.387, H17 1.082
12 C -0.36 -0.41 -2.61  C8 1.502, C11 1.387, C14 1.412
13 C 0.78 0.72 -0.82  C10 1.388, C14 1.374, H18 1.086
14 C -0.37 0.50 -1.53  C12 1.412, C13 1.374, H22 1.082
15 O 3.14 0.40 -0.56  C10 1.374, H19 0.959
16 H 2.87 -1.37 -2.47  C9 1.079
17 H 0.73 -2.16 -3.35  C11 1.082
18 H 0.75 1.56 -0.14  C13 1.086
19 H 2.96 0.83 0.28  O15 0.959
20 H -1.59 -1.09 -4.33  C8 1.092
21 H -2.19 0.24 -3.55  C8 1.097
22 H -1.34 0.90 -1.27  C14 1.082
23 H -2.17 -1.34 -2.60  C8 1.090

Calculated values
HOMO level = -3.660 eV
net charge = -1
relative energy (zero: lowest compared OMol25 entry of this formula, charge and spin) = 36.96 kcal per mole
Kohn-Sham gap = 0.24660 Ha
E_tot = -575.2995 hartree

[4]
Density functional theory data (the ωB97M-V functional and the def2-TZVPD basis) for 2 unconnected molecules or ions with the total composition C9H11O3.

Each atom is followed by the atoms it is bonded to, with distances in Å.
CARTESIAN COORDINATES (ANGSTROEM)
1 C -0.13 -3.09 -3.19  C2 1.545, H5 1.099, H6 1.095, H7 1.096
2 C -1.25 -2.83 -2.16  C1 1.545, O3 1.261, O4 1.245
3 O -0.87 -2.25 -1.10  C2 1.261
4 O -2.39 -3.22 -2.46  C2 1.245
5 H -0.38 -2.67 -4.17  C1 1.099
6 H 0.03 -4.16 -3.37  C1 1.095
7 H 0.79 -2.59 -2.85  C1 1.096
8 C -1.03 0.79 3.26  C12 1.514, H20 1.099, H21 1.085, H23 1.095
9 C 0.47 0.41 -0.21  C10 1.388, C11 1.382, H16 1.079
10 C 1.13 1.62 -0.33  C9 1.388, C13 1.387, O15 1.382
11 C -0.17 0.13 0.99  C9 1.382, C12 1.393, H17 1.081
12 C -0.21 1.06 2.02  C8 1.514, C11 1.393, C14 1.379
13 C 1.14 2.57 0.69  C10 1.387, C14 1.392, H18 1.080
14 C 0.49 2.24 1.87  C12 1.379, C13 1.392, H22 1.090
15 O 1.76 1.86 -1.54  C10 1.382, H19 0.971
16 H 0.48 -0.33 -0.99  C9 1.079
17 H -0.67 -0.83 1.06  C11 1.081
18 H 1.65 3.50 0.51  C13 1.080
19 H 2.38 2.59 -1.42  O15 0.971
20 H -1.99 1.32 3.18  C8 1.099
21 H -0.57 1.22 4.15  C8 1.085
22 H 0.56 2.94 2.71  C14 1.090
23 H -1.22 -0.28 3.33  C8 1.095

Calculated values
HOMO level = -4.039 eV
net charge = -1
relative energy (zero: lowest compared OMol25 entry of this formula, charge and spin) = 18.53 kcal per mole
Kohn-Sham gap = 0.25781 Ha
E_tot = -575.3289 hartree